(1)
# C48H144O48

A cluster of 24 separate species, C48H144O48 in total at a distorted geometry (wB97M-V/def2-TZVPD, the Open Molecules 2025 dataset).

Calculated values
DFT total energy (eV): -150380.9459
F_max (eV Å⁻¹): 4.15
Energy above the lowest of the compared OMol25 structures with the same formula, charge and spin (kcal/mol): 51.98
Kohn-Sham gap (eV): 9.345

Last column: Mulliken charge in e.
Element x y z (Å)
C 0.01 -6.24 -2.45  -0.757
C 0.53 -5.21 -1.40  0.338
O 0.49 -5.59 -0.07  -0.333
O -1.43 -6.39 -2.38  -0.635
H 0.47 -7.20 -2.16  0.400
H 0.27 -5.95 -3.46  0.404
H -0.13 -4.36 -1.60  -0.385
H 1.49 -4.87 -1.73  0.487
H -0.42 -5.53 0.15  -0.091
H -1.77 -5.99 -1.56  0.479
C -5.28 -0.21 -0.70  -0.454
C -4.87 0.63 -1.88  0.341
O -5.32 -0.04 -3.03  -0.410
O -4.68 -1.50 -0.66  0.443
H -6.39 -0.36 -0.73  0.312
H -5.05 0.26 0.30  -0.028
H -3.79 0.62 -2.04  -0.506
H -5.17 1.68 -1.75  0.372
H -6.21 -0.38 -2.83  0.198
H -5.23 -2.01 -1.33  -0.202
C 0.35 -0.93 5.57  1.805
C 0.56 -1.98 6.69  -0.989
O -0.46 -2.97 6.83  -0.514
O 1.11 -1.45 4.44  -0.105
H 0.97 -0.02 5.81  0.031
H -0.67 -0.61 5.36  -1.227
H 0.75 -1.45 7.60  0.428
H 1.43 -2.53 6.42  0.312
H -1.19 -2.54 7.35  0.353
H 0.54 -2.06 3.99  -0.129
C -1.98 -3.50 -4.02  -0.885
C -2.23 -2.31 -3.15  0.185
O -2.36 -2.75 -1.78  1.667
O -2.85 -4.55 -3.70  -0.701
H -0.95 -3.85 -3.83  0.075
H -2.03 -3.16 -5.06  0.387
H -3.08 -1.73 -3.46  -0.111
H -1.44 -1.55 -3.31  -0.192
H -3.14 -2.30 -1.40  -0.666
H -2.30 -5.24 -3.35  0.542
C 3.69 -1.93 -0.47  0.473
C 3.49 -3.27 0.24  0.384
O 3.93 -4.25 -0.73  -0.722
O 5.06 -1.79 -0.75  -0.480
H 3.52 -1.14 0.29  -0.495
H 3.18 -1.89 -1.47  0.156
H 2.42 -3.44 0.51  -0.359
H 4.07 -3.20 1.12  0.463
H 3.70 -5.13 -0.46  0.360
H 5.44 -2.61 -1.02  0.257
C -1.21 2.56 5.70  0.831
C -1.24 2.81 7.19  -0.882
O -1.22 4.24 7.52  -0.601
O -0.06 3.10 5.06  -0.165
H -2.00 3.23 5.27  0.139
H -1.37 1.53 5.35  -0.423
H -0.45 2.26 7.62  0.310
H -2.16 2.34 7.52  0.447
H -0.49 4.49 6.97  0.335
H -0.30 2.92 4.15  0.022
C 0.70 -0.77 -7.35  -0.238
C -0.25 0.00 -8.27  -0.554
O -1.45 -0.66 -8.42  -0.600
O 0.11 -1.02 -6.04  -0.307
H 1.57 -0.08 -7.23  0.251
H 0.99 -1.71 -7.85  0.242
H 0.33 0.03 -9.23  0.359
H -0.48 1.00 -7.85  0.223
H -1.91 -0.60 -7.57  0.428
H 0.46 -0.48 -5.30  0.247
C -1.13 -3.32 2.28  0.509
C -2.14 -2.34 1.88  1.976
O -3.49 -2.62 2.25  0.021
O -0.78 -3.29 3.72  -0.716
H -0.23 -3.10 1.74  -0.395
H -1.42 -4.34 1.97  -0.087
H -2.04 -2.28 0.80  -1.092
H -1.98 -1.32 2.24  -0.600
H -4.08 -3.05 1.60  0.059
H -1.55 -3.61 4.19  0.238
C -3.42 2.64 2.39  -1.007
C -2.29 3.40 1.74  -0.084
O -1.01 3.14 2.44  0.060
O -3.15 1.26 2.30  0.148
H -4.37 2.78 1.86  0.421
H -3.65 3.07 3.37  0.279
H -2.45 4.46 1.87  0.388
H -2.16 3.21 0.65  0.031
H -0.75 2.27 2.10  -0.221
H -3.19 0.78 3.11  -0.318
C -3.89 -6.20 0.26  -0.559
C -4.77 -5.61 1.38  -0.363
O -5.04 -4.24 0.96  -0.575
O -2.75 -5.39 -0.08  0.324
H -4.63 -6.36 -0.65  0.164
H -3.46 -7.19 0.49  0.493
H -4.33 -5.62 2.39  0.211
H -5.73 -6.10 1.52  0.427
H -5.33 -4.27 0.05  0.138
H -3.26 -4.64 -0.53  -0.618
C -1.24 2.78 -3.20  0.743
C -0.84 3.39 -4.57  -0.487
O 0.57 3.23 -4.73  -0.722
O -0.45 3.15 -2.13  0.565
H -1.27 1.66 -3.36  -0.734
H -2.26 3.12 -2.93  0.500
H -1.08 4.43 -4.63  0.412
H -1.30 2.77 -5.43  -0.114
H 1.08 4.03 -4.47  0.367
H 0.49 3.02 -2.33  -0.639
C -1.52 6.54 -0.58  0.371
C -1.62 6.82 -2.11  -0.248
O -0.32 7.11 -2.58  -0.535
O -0.83 7.62 0.05  -0.628
H -1.00 5.58 -0.40  -0.420
H -2.57 6.57 -0.24  0.361
H -2.35 7.62 -2.39  0.353
H -1.95 5.95 -2.71  0.050
H 0.06 7.81 -2.08  0.297
H 0.08 7.35 0.19  0.454
C -4.31 -0.68 5.26  -0.441
C -5.15 -1.85 4.74  -0.325
O -4.31 -3.01 4.87  -0.591
O -3.07 -0.62 4.56  -0.223
H -4.28 -0.65 6.37  0.269
H -4.74 0.31 5.00  0.385
H -5.48 -1.67 3.75  0.026
H -6.07 -1.92 5.36  0.504
H -3.82 -2.91 4.01  0.303
H -2.70 -1.53 4.53  0.094
C 3.23 3.55 6.65  -0.328
C 3.01 5.01 6.65  -0.675
O 1.64 5.37 6.35  -0.518
O 2.70 2.99 5.38  -0.357
H 2.67 3.12 7.50  0.328
H 4.29 3.25 6.70  0.394
H 3.67 5.56 5.96  0.301
H 3.17 5.38 7.66  0.354
H 1.53 5.45 5.40  0.283
H 1.70 3.06 5.49  0.233
C 4.37 -0.26 5.63  -0.244
C 4.63 -1.15 4.42  -0.588
O 3.65 -1.05 3.46  0.501
O 4.55 1.08 5.29  -0.524
H 4.99 -0.58 6.47  0.493
H 3.35 -0.45 5.93  -0.105
H 4.70 -2.26 4.73  0.180
H 5.53 -0.87 3.94  0.487
H 2.80 -1.06 3.92  -0.083
H 3.66 1.49 5.25  0.469
C -6.34 -3.80 -3.42  -0.259
C -7.71 -3.26 -2.89  -0.615
O -7.68 -1.88 -2.65  -0.475
O -5.38 -3.89 -2.35  -0.373
H -5.92 -3.14 -4.20  0.102
H -6.54 -4.75 -3.97  0.439
H -7.96 -3.81 -2.00  0.347
H -8.47 -3.47 -3.70  0.364
H -8.42 -1.59 -2.10  0.269
H -4.51 -4.25 -2.72  0.014
C 2.94 0.50 -4.41  -1.000
C 4.03 0.13 -3.39  -0.219
O 4.19 1.22 -2.42  0.037
O 1.66 0.56 -3.80  -0.182
H 2.90 -0.29 -5.12  0.533
H 3.26 1.44 -4.88  0.290
H 4.90 0.26 -4.10  0.304
H 4.01 -0.81 -2.84  0.141
H 4.75 0.83 -1.72  -0.159
H 1.27 1.47 -3.96  -0.242
C 3.01 5.11 -3.36  -0.861
C 2.68 4.42 -2.13  0.504
O 2.18 3.10 -2.14  1.986
O 1.89 5.56 -4.17  -0.672
H 3.60 4.54 -4.03  0.370
H 3.57 6.07 -3.05  0.343
H 2.07 5.02 -1.41  0.285
H 3.68 4.32 -1.60  -0.398
H 2.86 2.42 -2.32  -0.867
H 1.11 5.87 -3.61  0.267
C 5.04 1.90 1.87  0.747
C 5.77 0.66 1.46  -0.499
O 5.70 0.47 0.09  -0.177
O 5.58 3.08 1.20  -0.914
H 5.25 2.04 2.92  0.258
H 3.93 1.75 1.68  -0.363
H 5.32 -0.20 1.99  -0.274
H 6.82 0.66 1.81  0.361
H 5.81 -0.50 -0.10  0.169
H 6.44 2.68 0.88  0.292
C 2.84 -6.77 2.41  -0.141
C 1.79 -7.84 2.51  -0.570
O 0.52 -7.25 2.81  -0.445
O 2.98 -6.21 1.17  -0.464
H 3.82 -7.20 2.69  0.364
H 2.62 -5.95 3.08  0.163
H 2.00 -8.58 3.37  0.307
H 1.71 -8.41 1.55  0.260
H 0.47 -6.90 3.70  0.290
H 2.00 -6.12 0.93  0.297
C 7.37 2.94 -1.76  -0.206
C 7.76 2.76 -3.25  -0.630
O 6.69 2.15 -4.02  -0.510
O 6.06 3.45 -1.64  -0.443
H 8.08 3.62 -1.35  0.482
H 7.53 2.02 -1.21  0.140
H 8.67 2.16 -3.27  0.362
H 7.89 3.78 -3.53  0.349
H 5.93 2.52 -3.58  0.154
H 5.70 3.28 -0.76  0.268
C 2.67 4.46 1.25  1.768
C 1.56 5.49 1.47  0.181
O 1.70 6.49 0.47  -0.604
O 3.90 5.24 1.08  -0.738
H 2.51 3.82 0.38  -0.818
H 2.78 3.79 2.18  0.044
H 1.61 6.03 2.48  0.077
H 0.55 5.09 1.35  -0.626
H 2.57 6.84 0.51  0.294
H 4.59 4.56 1.10  0.406
C -4.17 0.25 -6.34  0.322
C -4.70 0.29 -7.73  -0.814
O -4.26 -0.79 -8.49  -0.566
O -2.74 0.46 -6.32  -0.399
H -4.45 -0.72 -5.90  -0.092
H -4.68 1.03 -5.76  0.221
H -4.42 1.25 -8.16  0.305
H -5.78 0.28 -7.67  0.453
H -3.43 -0.54 -8.89  0.380
H -2.41 -0.07 -5.59  0.165
C 0.72 0.90 0.04  0.202
C -0.34 0.21 -0.77  1.420
O -0.29 -1.12 -0.35  0.586
O 0.51 0.84 1.42  0.684
H 0.65 1.95 -0.25  -0.681
H 1.72 0.53 -0.13  -0.925
H 0.01 0.39 -1.80  -0.341
H -1.31 0.67 -0.62  -0.024
H -0.96 -1.65 -0.85  -0.681
H 0.36 -0.07 1.68  -0.239

(2)
# C48H30ClF5N4O4PSSeSn

A structure of composition C48H30ClF5N4O4PSSeSn at a distorted geometry (wB97M-V/def2-TZVPD, the Open Molecules 2025 dataset).

Calculated values
DFT total energy (eV): -181825.1842
F_max (eV Å⁻¹): 1.03
Charge: -1
Energy above the lowest of the compared OMol25 structures with the same formula, charge and spin (kcal/mol): 50.65
Kohn-Sham gap (alpha / beta) (eV): 6.685 / 4.644

Last column: Mulliken charge in e.
Element x y z (Å)
Sn 0.65 -0.50 0.83  1.987
N 10.93 0.09 -2.11  -0.561
C 9.81 0.05 -1.84  -0.096
C 8.42 -0.01 -1.49  0.621
C 7.84 1.04 -0.77  -0.897
C 6.50 0.97 -0.43  0.042
C 5.73 -0.14 -0.79  -0.603
C 6.32 -1.17 -1.51  0.264
C 7.65 -1.11 -1.87  -0.818
C 4.30 -0.20 -0.38  1.070
C 4.01 -1.01 0.72  -0.591
C 4.98 -1.71 1.49  -0.659
C 4.31 -2.31 2.54  -1.389
C 2.95 -1.97 2.38  -0.127
N 2.76 -1.20 1.31  0.949
C 3.42 0.60 -1.10  -0.743
C 3.75 1.47 -2.18  -0.517
C 2.59 2.12 -2.53  -1.572
C 1.59 1.63 -1.65  -0.442
N 2.07 0.72 -0.81  0.896
H 8.44 1.89 -0.48  0.443
H 6.03 1.77 0.14  0.604
H 5.71 -2.03 -1.80  0.497
H 8.11 -1.91 -2.43  0.436
H 6.03 -1.75 1.28  0.515
H 4.73 -2.91 3.33  0.465
H 2.13 -2.28 3.00  0.316
H 4.72 1.58 -2.64  0.588
H 2.45 2.87 -3.29  0.465
H 0.55 1.92 -1.61  0.365
O -0.09 -2.94 1.54  -0.642
S -0.60 -2.55 2.87  1.254
O 0.10 -3.16 3.97  -0.779
O -0.70 -1.08 2.94  -0.760
C -2.27 -3.15 2.90  0.127
C -2.63 -4.04 3.90  -0.400
C -3.91 -4.57 3.93  -0.615
C -4.81 -4.24 2.93  -0.775
C -4.44 -3.36 1.92  -0.372
C -3.17 -2.79 1.89  -0.461
P -2.73 -1.53 0.60  1.243
C -3.05 -2.46 -0.94  0.100
C -2.54 -3.76 -1.04  -0.766
C -2.55 -4.43 -2.26  -0.639
C -3.04 -3.80 -3.39  -0.656
C -3.52 -2.50 -3.31  -0.802
C -3.52 -1.83 -2.09  -0.367
C -4.15 -0.37 0.77  0.620
C -5.39 -0.48 0.16  -0.207
C -6.33 0.54 0.28  -0.793
C -6.03 1.67 1.03  -0.605
C -4.81 1.77 1.68  -0.477
C -3.87 0.76 1.55  -0.790
H -1.89 -4.30 4.65  0.557
H -4.20 -5.26 4.72  0.377
H -5.81 -4.66 2.94  0.415
H -5.15 -3.12 1.14  0.310
H -2.12 -4.24 -0.16  0.358
H -2.15 -5.43 -2.32  0.410
H -3.03 -4.32 -4.35  0.372
H -3.88 -2.00 -4.20  0.461
H -3.88 -0.81 -2.04  0.737
H -5.63 -1.35 -0.44  0.320
H -7.29 0.45 -0.22  0.409
H -6.75 2.48 1.09  0.385
H -4.58 2.65 2.27  0.461
H -2.91 0.84 2.04  0.272
Cl -2.34 0.83 -3.97  -0.177
C -2.73 2.32 -3.16  0.723
C -3.32 3.33 -3.88  -0.510
C -3.63 4.54 -3.27  -0.481
C -3.33 4.73 -1.92  -0.774
C -2.74 3.72 -1.20  -0.739
C -2.42 2.47 -1.78  1.068
C -1.82 1.47 -1.01  -0.992
H -3.55 3.17 -4.93  0.449
H -4.10 5.32 -3.85  0.380
H -3.57 5.67 -1.44  0.410
H -2.50 3.86 -0.15  0.435
H -1.59 1.65 0.03  0.075
H -1.63 0.48 -1.41  0.409
F 3.03 5.97 3.56  -0.331
C 2.42 4.88 3.07  0.666
C 1.06 4.89 2.81  0.017
F 0.35 6.01 3.05  -0.329
C 0.44 3.77 2.31  -0.061
F -0.88 3.83 2.05  -0.294
C 1.12 2.57 2.04  0.039
O 0.49 1.54 1.56  -0.051
C 2.49 2.61 2.31  -0.022
F 3.23 1.51 2.08  -0.193
C 3.13 3.73 2.81  -0.019
F 4.45 3.70 3.04  -0.335
Se 0.82 -1.85 -2.27  0.181
C 0.58 -2.67 -3.86  0.231
N 0.44 -3.20 -4.89  -0.564